2 unconnected molecules or ions with the total composition CH4O4Si at a distorted geometry, computed with ωB97M-V/def2-TZVPD.

Properties
Spin multiplicity: 1
LUMO energy in eV: -0.65
HOMO in eV: -8.047
E in eV: -17168.985
M in Da: 108.1
Kohn-Sham gap in eV: 7.40

XYZ file:
```
10
Properties=species:S:1:pos:R:3:forces:R:3:nbo_charge:R:1
C 0.665632 2.511730 1.982226 -0.23 -0.38 0.86 0.06
O 0.292505 1.247764 2.204606 0.23 3.20 1.67 -0.65
O -0.585856 -0.697794 -2.646174 0.98 -0.70 0.50 -1.11
O -0.069278 -0.652860 0.179442 -0.08 -0.35 -0.75 -1.22
O -1.854672 -2.376466 -1.090639 -0.01 0.35 -0.24 -1.07
Si -0.733415 -1.211319 -1.074542 0.35 0.81 -0.18 2.37
H 0.418385 3.187000 2.928611 -0.12 -1.66 -1.09 0.06
H 0.297814 -0.729717 -3.082505 -1.00 0.30 0.62 0.53
H 0.611272 0.767329 1.460940 -0.01 -1.24 -1.49 0.52
H -2.253715 -2.415933 -1.970718 -0.10 -0.33 0.10 0.51
```
Positions in Å, forces in eV/Å.

---

A single C2H3BrClNO2 molecule at a distorted geometry, computed with ωB97M-V/def2-TZVPD.

Properties
Spin multiplicity: 1
LUMO energy (alpha / beta) in eV: -2.14 / -2.77
HOMO (alpha / beta) in eV: -10.532 / -9.806
E in eV: -90266.830
M in Da: 188.4
Kohn-Sham gap (alpha / beta) in eV: 8.39 / 7.04

XYZ file:
```
10
Properties=species:S:1:pos:R:3:forces:R:3:nbo_charge:R:1
C -0.005344 -0.032753 -0.218495 -2.28 -1.66 1.09 -0.70
C -1.101466 -1.040478 -0.280481 0.12 -0.18 -0.87 0.12
N -0.968731 -2.399056 0.295061 -1.39 1.33 -0.90 0.47
O -1.937503 -3.083845 0.068751 -0.29 -1.15 0.28 -0.36
O 0.013961 -2.710039 0.917946 0.65 0.23 0.14 -0.36
Cl -2.526365 -0.709343 -1.126378 1.30 -0.53 0.39 0.26
Br -4.357543 0.492713 0.325509 -0.34 0.24 0.31 -0.19
H 0.773709 -0.541505 0.248180 1.33 -0.41 1.79 0.26
H -0.478775 0.767919 0.326568 0.74 0.93 -0.03 0.26
H 0.425737 0.115362 -1.147398 0.16 1.21 -2.19 0.25
```
Positions in Å, forces in eV/Å.

---

A molecular structure, C6H14MgO4Sn at a distorted geometry, computed with ωB97M-V/def2-TZVPD.

Properties
Spin multiplicity: 2
LUMO energy (alpha / beta) in eV: -12.27 / -12.34
HOMO (alpha / beta) in eV: -16.919 / -19.384
Net charge: +3
E in eV: -25881.764
M in Da: 293.2
Kohn-Sham gap (alpha / beta) in eV: 4.65 / 7.04

XYZ file:
```
26
Properties=species:S:1:pos:R:3:forces:R:3:mulliken_spin:R:1
O 3.359632 0.412352 2.669916 0.43 -0.26 -0.10 0.11
Mg 4.481939 -0.578273 3.751483 -0.17 0.47 0.06 0.15
C 3.194455 1.640446 2.177569 -0.03 0.25 0.50 0.65
H 2.167425 2.030926 2.149780 0.30 -0.19 0.05 0.03
H 2.399008 1.098122 -0.084293 -1.48 -1.28 -1.27 0.06
H 4.006300 2.372344 2.285928 -0.28 -0.33 -0.33 0.01
O 1.718334 0.464428 -0.588984 5.09 0.29 1.77 -0.02
C 1.913041 -0.864559 -0.104908 1.65 -0.83 2.57 -0.01
C 0.753324 -1.739027 -0.514222 1.02 -0.87 -0.28 0.01
O -0.424174 -0.960108 -0.295872 0.01 -1.50 1.05 0.00
C -1.669439 -1.509007 -0.722081 -1.56 -0.87 -0.56 0.00
C -2.695042 -0.418582 -0.520037 -0.98 -0.69 0.42 0.00
O -2.166881 0.793899 -1.079052 -3.02 -1.64 0.03 0.00
C -3.132362 1.843717 -1.197544 -1.08 1.18 -0.20 0.00
Sn -0.198861 0.907627 -0.906533 0.39 6.48 -1.99 0.01
H 2.051622 -0.750370 1.037228 -0.53 -0.57 -1.69 0.00
H 2.855866 -1.276642 -0.485854 -0.31 0.03 -0.12 -0.01
H 0.719432 -2.656531 0.087132 -0.03 0.28 -0.11 0.00
H 0.812738 -2.015302 -1.577922 -0.07 0.06 0.21 0.00
H -1.926333 -2.390143 -0.120456 0.14 0.22 -0.12 0.00
H -1.595180 -1.795146 -1.781664 0.06 0.01 0.23 0.00
H -2.899068 -0.251021 0.546811 -0.05 -0.04 -0.23 0.00
H -3.628478 -0.681385 -1.033775 0.20 -0.01 0.15 0.00
H -2.605287 2.743038 -1.527448 -0.08 -0.17 0.04 0.00
H -3.885602 1.558557 -1.941326 0.25 0.05 0.17 0.00
H -3.606415 2.020628 -0.223881 0.16 -0.06 -0.24 0.00
```
Positions in Å, forces in eV/Å.

---

2 unconnected molecules or ions with the total composition C2H4BrNS at a distorted geometry, computed with ωB97M-V/def2-TZVPD.

Properties
Spin multiplicity: 3
LUMO energy (alpha / beta) in eV: 0.71 / -2.88
HOMO (alpha / beta) in eV: -7.761 / -9.986
E in eV: -84502.022
M in Da: 154.0
Kohn-Sham gap (alpha / beta) in eV: 8.47 / 7.11

XYZ file:
```
9
Properties=species:S:1:pos:R:3:forces:R:3:mulliken_spin:R:1
C 0.726917 1.600925 0.995424 0.05 -0.73 -1.13 0.50
C 0.628214 -0.653112 -0.054991 1.63 -2.92 0.82 -0.01
N 0.748260 0.408026 0.827983 -1.01 2.06 0.85 0.26
S -1.843827 -0.719644 -1.481200 -0.47 -0.23 -0.34 1.02
Br 0.658323 2.541865 2.647591 0.05 0.30 0.65 0.23
H 0.806744 -0.549396 -1.111019 0.48 0.96 -0.45 0.01
H 1.451559 -1.314220 0.376802 -1.25 -0.12 -1.11 0.01
H -0.359098 -1.161723 -0.038060 1.11 0.31 1.14 0.00
H -2.817092 -0.152722 -2.162528 -0.60 0.37 -0.43 -0.02
```
Positions in Å, forces in eV/Å.

---

2 unconnected molecules or ions with the total composition C6H13N3 at a distorted geometry, computed with ωB97M-V/def2-TZVPD.

Properties
Spin multiplicity: 1
LUMO energy in eV: 1.04
Structure (SMILES): C=C1NNN1.C=C(C)C
HOMO in eV: -7.398
E in eV: -10897.971
M in Da: 127.2
Kohn-Sham gap in eV: 8.44

XYZ file:
```
22
Properties=species:S:1:pos:R:3:forces:R:3:nbo_charge:R:1
C -1.609266 -0.301824 -0.821407 -1.73 0.50 -0.54 0.33
C 1.669327 0.210956 -0.348520 1.81 -0.20 0.86 -0.64
C 1.771758 1.396219 1.916753 -0.35 1.33 -1.64 -0.65
C 0.749416 -0.853513 1.547355 -1.35 -0.76 0.78 -0.42
C -1.771269 0.133379 0.409087 0.02 0.51 -1.48 -0.57
C 1.286816 0.217795 1.064163 2.00 1.93 1.63 0.06
N -1.544634 -1.547573 -1.478871 0.95 -1.56 1.34 -0.50
N -1.632907 0.387310 -2.046527 0.80 -0.42 -1.90 -0.50
N -1.741781 -0.929694 -2.732258 -2.73 1.42 -0.08 -0.30
H 2.771726 0.383563 -0.394238 -0.77 0.08 -0.38 0.21
H 1.461164 -0.779828 -0.639622 -0.08 -1.03 -1.17 0.22
H 1.114969 0.900597 -0.897437 -0.69 1.34 -1.24 0.22
H 1.687304 2.348294 1.237531 -0.20 -1.44 1.42 0.20
H 1.203640 1.522097 2.859743 0.43 -0.03 -0.59 0.22
H 2.857125 1.362846 2.096577 -0.32 -0.30 0.19 0.22
H 0.378037 -1.061854 2.505652 0.08 0.39 1.71 0.19
H -2.032276 -2.452314 -1.241108 0.40 1.93 -0.41 0.40
H 0.261883 -1.493967 0.884776 0.02 -1.48 -1.36 0.18
H -1.807729 -0.617069 1.089660 -0.14 -1.69 2.40 0.20
H -1.722704 1.152080 0.702142 -0.11 0.59 0.01 0.22
H -2.358557 1.051381 -2.353651 0.30 -0.79 0.86 0.39
H -0.992041 -1.028883 -3.359802 1.65 -0.32 -0.44 0.33
```
Positions in Å, forces in eV/Å.

---

A molecular structure, C12H18Cl5N3OPPdSbSe4 at a distorted geometry, computed with ωB97M-V/def2-TZVPD.

Properties
Spin multiplicity: 1
LUMO energy in eV: 3.86
HOMO in eV: -1.278
Net charge: -2
E in eV: -362563.706
M in Da: 972.6
Kohn-Sham gap in eV: 5.14

XYZ file:
```
46
Properties=species:S:1:pos:R:3:forces:R:3:nbo_charge:R:1
Pd -2.358306 1.258521 -0.186546 0.65 -0.72 1.20 0.48
Cl -0.058547 3.770689 -0.647040 0.05 0.01 0.08 0.03
C -0.293495 3.182971 0.967189 -0.22 -0.17 -0.03 0.00
C -1.310210 2.256330 1.202754 -0.13 0.33 -0.28 -0.21
C -1.483778 1.826345 2.517419 -0.07 -0.03 -0.20 -0.08
Cl -2.748906 0.678754 2.840466 0.08 0.11 0.15 0.03
C -0.666770 2.255411 3.552142 0.06 0.03 0.04 -0.09
Cl -0.889889 1.672462 5.165794 -0.02 -0.02 0.06 0.01
C 0.357712 3.159383 3.283471 0.06 0.06 -0.08 -0.11
Cl 1.400453 3.696778 4.554925 0.04 0.02 0.08 0.00
C 0.544225 3.629890 1.985840 -0.07 -0.08 0.08 -0.13
Cl 1.814376 4.755269 1.656213 0.08 0.05 0.00 0.01
Se -6.328565 1.874930 -3.215903 0.14 0.03 -0.13 -0.85
Sb -3.980644 1.712033 -2.553357 -0.78 0.27 -1.24 1.05
Se -3.724028 3.220931 -0.576610 0.23 -0.22 0.38 -0.49
Se -3.592035 -0.526030 -1.553391 0.17 0.12 0.26 -0.80
Se -2.195558 2.195479 -4.145025 -0.11 0.06 -0.11 -0.86
C 2.691250 -2.574909 0.251471 -0.04 0.08 0.01 -0.39
N 1.734329 -1.645102 0.793583 -0.12 -0.08 -0.01 -0.81
C 2.051835 -1.086242 2.087711 0.02 0.00 0.01 -0.40
P 0.404336 -1.131448 -0.083333 0.08 -0.16 -0.02 2.44
O -0.533922 -0.506544 0.887110 -0.05 0.21 -0.50 -1.13
N 1.057114 -0.256981 -1.339437 -0.09 0.03 0.36 -0.82
C 2.159770 0.643386 -1.030775 0.05 0.07 -0.02 -0.40
C 0.100081 0.343050 -2.281580 0.02 -0.02 -0.16 -0.45
N -0.255141 -2.434094 -0.857184 -0.02 0.08 0.00 -0.82
C 0.023308 -2.862635 -2.212232 -0.03 0.00 0.04 -0.41
C -1.370679 -3.127768 -0.233699 0.01 -0.01 0.06 -0.41
H 3.691920 -2.126342 0.177246 0.00 0.01 -0.02 0.17
H 2.384064 -2.883694 -0.746512 0.02 -0.04 0.00 0.21
H 2.772555 -3.470622 0.880235 0.02 0.00 0.00 0.17
H 3.017139 -0.560559 2.069608 -0.01 0.01 -0.01 0.16
H 2.111996 -1.871857 2.851033 0.01 -0.01 -0.01 0.17
H 1.272773 -0.384609 2.376695 0.00 0.00 0.02 0.25
H 2.876824 0.157454 -0.370242 0.02 0.01 -0.01 0.19
H 1.826782 1.578610 -0.566363 -0.03 -0.03 0.00 0.20
H 2.664714 0.902454 -1.965037 0.00 0.00 0.01 0.19
H -0.717095 -0.340246 -2.499472 -0.06 0.04 0.01 0.25
H 0.604282 0.591035 -3.218257 0.05 -0.05 0.02 0.20
H -0.338523 1.265755 -1.897859 -0.01 0.02 0.02 0.23
H 0.833210 -2.275451 -2.636358 0.02 -0.01 0.00 0.22
H -0.863805 -2.734677 -2.841547 0.00 0.01 0.00 0.21
H 0.306135 -3.923450 -2.223037 0.00 0.00 -0.01 0.17
H -1.594096 -2.673296 0.728938 -0.01 -0.02 0.00 0.24
H -1.132589 -4.190262 -0.093539 0.02 0.02 0.01 0.16
H -2.264602 -3.041104 -0.855508 -0.01 0.02 -0.03 0.21
```
Positions in Å, forces in eV/Å.

---

A molecular structure, C39H32HfN12O2P at a distorted geometry, computed with ωB97M-V/def2-TZVPD.

Properties
Spin multiplicity: 1
LUMO energy in eV: -3.66
HOMO in eV: -9.894
Net charge: +1
E in eV: -73530.228
M in Da: 910.2
Kohn-Sham gap in eV: 6.23

XYZ file:
```
87
Properties=species:S:1:pos:R:3:forces:R:3:lowdin_charge:R:1
Hf -0.070165 0.308268 0.068418 0.53 0.16 -2.09 1.78
O 1.514635 -6.414271 2.418601 -0.80 -0.93 0.33 0.01
C 2.377260 -5.576893 2.246849 -0.45 1.55 -0.39 -0.70
O 3.592357 -5.559706 2.148793 1.16 -0.16 0.12 0.01
C 1.762239 -4.115387 1.914032 0.08 -0.82 -0.51 -0.03
C 0.425983 -4.016173 1.552041 0.19 0.58 0.14 0.08
C -0.043337 -2.843957 0.973890 0.37 -0.10 0.52 -0.20
N 0.760697 -1.782906 0.751495 0.10 0.09 -0.09 -0.01
C 2.061295 -1.880882 1.109912 -0.35 -0.81 0.43 -0.21
C 2.600153 -3.048202 1.644891 -0.45 0.62 0.10 0.07
C 2.917937 -0.753044 0.765739 0.64 0.38 -0.35 -0.20
C 4.217240 -0.628868 1.271595 -0.45 -0.03 -0.05 0.02
C 5.083168 0.278827 0.702537 -0.22 0.15 -0.31 -0.01
C 4.650171 0.990692 -0.412555 0.03 -0.25 0.24 -0.02
C 3.338699 0.845406 -0.817077 0.07 0.27 -0.38 -0.13
N 2.444582 0.059886 -0.209230 -0.21 -0.18 0.82 0.04
C -1.441422 -2.730620 0.546793 -0.55 -0.09 -0.29 -0.22
C -2.430492 -3.580754 1.051255 0.22 0.21 -0.11 0.02
C -3.708363 -3.511359 0.535910 0.08 0.22 -0.23 -0.02
C -3.947789 -2.647128 -0.525302 0.17 -0.13 0.11 -0.03
C -2.912889 -1.836644 -0.955757 -0.14 0.13 -0.25 -0.13
N -1.700560 -1.811383 -0.402759 0.25 -0.10 0.79 0.07
H -0.191522 -4.884405 1.719487 -0.06 -0.12 -0.06 0.12
H 3.654844 -3.177834 1.835076 0.08 -0.04 -0.01 0.12
H 4.537189 -1.243960 2.094704 -0.02 -0.12 0.08 0.12
H 6.083939 0.393730 1.086056 0.12 0.03 0.03 0.12
H 5.315434 1.648469 -0.948156 0.00 0.05 -0.10 0.12
H 2.986940 1.362863 -1.695767 0.00 0.07 0.10 0.10
H -2.208877 -4.275128 1.843134 0.11 -0.05 0.10 0.12
H -4.493119 -4.137063 0.930698 -0.07 -0.07 0.04 0.12
H -4.917610 -2.604168 -0.995384 -0.02 0.05 -0.11 0.11
H -3.052741 -1.187682 -1.811239 -0.05 0.16 0.08 0.10
C 0.443904 4.435058 -4.239568 -0.15 0.29 -0.67 -0.03
N 0.797786 3.714870 -3.049158 0.03 -0.61 0.33 -0.12
C 1.612816 4.161308 -2.061217 0.31 -0.08 0.45 -0.02
C 1.605165 3.204438 -1.088859 0.07 0.37 0.00 -0.15
N 0.802411 2.168009 -1.469202 -0.39 -0.07 -0.15 -0.03
C 0.315757 2.518149 -2.648695 -0.04 -0.27 -0.31 -0.48
P -0.938134 1.590879 -3.584370 0.45 -0.74 0.36 1.20
C -0.082394 -0.022630 -3.329807 -0.27 0.46 -0.08 -0.43
N 0.220879 -0.575064 -2.157046 -0.15 0.19 -0.17 -0.04
C 0.853019 -1.743958 -2.448592 0.19 -0.36 -0.25 -0.11
C 0.938048 -1.892305 -3.804232 0.20 -0.29 0.47 -0.02
N 0.348024 -0.798243 -4.349015 -0.16 0.09 0.64 -0.12
C 0.240406 -0.497610 -5.750988 -0.09 0.25 -0.69 -0.02
C -2.172553 1.301619 -2.265486 0.18 -0.12 -0.52 -0.49
N -1.948952 1.050629 -0.979967 0.08 -0.20 -0.24 -0.06
C -3.169766 1.069566 -0.371956 -0.53 0.21 0.14 -0.10
C -4.133157 1.314550 -1.308403 0.10 -0.04 0.60 -0.02
N -3.491049 1.457962 -2.497605 0.68 -0.36 0.49 -0.12
C -4.110733 1.732652 -3.763238 -0.35 0.19 -0.64 -0.02
H 0.501782 5.503853 -4.037285 -0.04 -0.08 -0.03 0.11
H -0.579517 4.186498 -4.520983 0.12 0.11 0.04 0.06
H 1.121840 4.184663 -5.057764 -0.03 0.05 0.04 0.10
H 2.140691 5.091596 -2.124895 0.04 0.18 -0.02 0.13
H 2.121326 3.204382 -0.149234 0.07 0.06 0.12 0.12
H 1.203118 -2.405981 -1.682107 0.07 -0.14 0.09 0.11
H 1.359841 -2.674308 -4.401164 0.09 -0.15 -0.12 0.13
H 0.628382 -1.331732 -6.332739 -0.04 0.04 0.09 0.10
H 0.819370 0.396073 -5.988567 -0.02 -0.08 -0.05 0.10
H -0.800175 -0.324204 -6.027785 0.08 -0.05 0.00 0.09
H -3.275103 0.915339 0.686500 -0.04 -0.02 0.14 0.11
H -5.198120 1.372170 -1.217158 -0.21 0.09 0.01 0.14
H -4.923511 2.443455 -3.621916 0.07 -0.02 -0.01 0.11
H -4.506689 0.813228 -4.198130 0.01 0.06 0.01 0.10
H -3.376992 2.166459 -4.443249 -0.15 -0.01 0.11 0.06
C -0.871393 -0.025521 2.200199 -0.26 0.16 0.10 -0.22
C -1.279657 1.296962 2.714038 -0.22 0.22 0.54 -0.31
C -0.218444 2.324589 2.423184 -0.25 0.04 0.52 -0.23
C -0.699810 3.789240 2.465560 0.10 -0.01 0.17 -0.14
C -1.955961 4.051393 3.231496 -0.16 -0.01 0.05 -0.04
C -2.765872 3.042951 3.561632 0.10 0.53 -0.03 -0.07
C -2.472691 1.668534 3.210769 0.50 -0.50 -0.22 -0.06
H -1.666252 -0.764153 2.366838 0.26 -0.05 -0.09 0.07
H 0.019823 -0.349806 2.767368 -0.07 -0.06 -0.10 0.08
H 0.750347 2.080476 2.882186 -0.13 0.02 -0.04 0.15
H 0.082969 4.504895 2.725644 0.00 -0.06 -0.07 0.16
H -2.173273 5.074250 3.496772 -0.11 0.06 0.03 0.11
H -3.680553 3.231669 4.101440 -0.08 0.12 0.11 0.11
H -3.241672 0.929502 3.392900 -0.03 -0.15 -0.06 0.11
N -0.208317 2.389438 0.941676 0.06 -0.71 0.12 -0.04
C -0.811944 3.591667 0.967348 0.11 -0.01 -0.16 -0.20
C -1.431635 4.417369 0.041929 0.43 -0.30 0.86 -0.18
C -1.880188 5.682480 0.474320 -0.05 0.25 0.22 -0.22
N -2.228893 6.717676 0.825720 -0.15 0.42 0.16 0.18
C -1.698092 4.105335 -1.277289 -0.37 -0.41 -1.57 -0.15
N -1.936427 3.840339 -2.381297 -0.23 0.80 0.59 0.18
```
Positions in Å, forces in eV/Å.